[1]
Density functional theory data (ωB97M-V with the def2-TZVPD basis set) for 3 unconnected molecules or ions with the total composition C24H28ClN3O4S.

CARTESIAN COORDINATES (ANGSTROEM)
C 0.542 -0.309 -3.133
C 1.603 5.299 -1.519
C -0.856 -1.158 3.056
C -2.075 1.836 -0.707
C 1.387 0.658 -0.602
H 2.761 1.108 1.129
C 1.121 1.581 -1.747
C 2.025 2.968 0.132
H -2.615 0.510 -1.997
H -1.152 3.085 1.130
H 1.561 -4.564 -1.839
H 1.023 -1.233 0.173
H -1.104 1.391 2.521
H 0.690 -2.725 3.484
H -0.246 -4.910 0.018
H 1.240 1.526 1.515
C 0.675 -3.519 1.467
H 2.387 -3.279 -0.832
H -0.207 5.766 -1.934
C -2.746 -2.390 2.029
C 1.550 3.991 -2.125
C -1.997 -0.131 1.334
H 1.340 -5.403 0.523
H -1.076 -0.790 4.091
H -2.658 -1.310 -0.284
O 1.873 -3.204 1.542
C -1.499 1.108 1.565
Cl -1.625 3.264 -1.800
C -2.361 -0.367 -0.024
C -2.213 0.496 -1.135
S 0.299 -2.753 -2.095
C 0.586 5.840 -1.033
H 0.036 5.237 -0.263
H 2.800 5.106 -0.616
C 0.522 -1.058 -2.013
H 0.151 -0.662 -3.889
H -3.512 -2.322 1.374
O -1.096 -3.078 -1.523
H 0.702 1.638 -3.797
C -1.291 2.137 0.779
O 1.385 3.912 -3.228
H 2.092 5.857 -2.369
C 1.715 1.491 0.569
H 2.990 3.117 0.035
H 1.473 3.630 0.619
H -1.815 -3.695 0.394
C 0.812 -0.595 -0.526
H -2.109 -4.573 1.728
H -0.934 -3.320 4.186
C 0.695 -4.586 0.108
N 1.455 2.852 -1.417
C 1.188 -3.930 -1.378
C -0.321 -2.710 3.419
H 0.673 6.743 -0.647
H -3.026 -2.735 3.020
N -1.882 -1.219 2.201
O 0.408 -3.131 -3.423
H -0.082 -0.703 2.933
C -1.687 -3.561 1.594
N -0.284 -3.252 2.058
C 0.708 1.029 -2.835

Total charge: 0
Calculated total energy in hartree: -2254.173902
HOMO energy in eV: -7.8
Orbital gap in Ha: 0.293

---

[2]
Density functional theory data (ωB97M-V with the def2-TZVPD basis set) for 12 unconnected molecules or ions with the total composition C12H48N24O12.

CARTESIAN COORDINATES (ANGSTROEM)
C -0.679 -2.828 3.440
H -4.646 1.926 1.126
O 4.528 4.268 0.456
H -2.821 3.153 -0.537
H -3.371 0.801 0.611
H 3.137 1.935 0.281
N -0.437 -3.122 2.220
H 0.339 -3.746 -0.756
H 3.169 -1.581 -0.206
N 0.829 -1.492 -2.947
H -0.745 1.327 -0.419
H -6.226 1.897 -3.189
N 4.651 -0.468 3.230
H -2.365 -0.544 2.094
H 1.136 -2.367 -5.055
C -3.313 -2.641 0.223
N 3.728 2.159 1.069
C 0.162 -0.469 0.083
O -2.594 -3.575 0.459
N -5.291 1.637 -3.468
H -2.607 -1.855 -1.401
H 0.498 6.117 -0.690
N -3.550 0.439 -3.535
N 1.753 4.839 0.689
N 0.062 5.237 -0.455
N 6.684 0.110 3.699
H 1.682 -1.955 -3.227
N 0.279 -2.182 3.996
O -1.358 -1.140 -3.538
H 5.791 3.977 2.398
H -4.844 -3.454 1.244
H -4.744 5.426 -1.828
N -4.088 5.805 -1.159
O -3.148 5.200 0.724
H -4.225 6.760 -0.862
H 0.348 -2.769 1.691
H 6.908 -0.731 3.185
H -1.125 -3.655 1.708
C 5.449 0.425 3.793
N 5.597 -2.337 -1.870
H -5.111 -2.113 0.070
H 0.614 -1.034 -2.072
H 1.522 -0.355 1.447
N -3.029 -0.176 2.760
H -4.871 1.918 -4.342
C 0.729 4.329 0.147
N -0.313 -4.459 -1.052
H 5.028 2.481 2.935
H 0.085 -1.668 4.843
H 3.692 -0.249 3.458
C 0.189 -5.648 -1.299
O 0.251 -1.684 -0.043
H -3.194 -0.586 3.669
H 0.822 1.235 1.103
N -0.761 -6.500 -1.661
H -0.325 -1.905 -5.785
C -0.208 -1.467 -3.794
H 5.758 -3.267 -1.510
C 4.398 3.320 1.245
N -3.384 3.852 -1.000
H 6.402 -1.741 -2.004
H -1.330 -0.047 -1.220
C 4.684 -1.504 -1.404
H -3.663 3.835 -1.970
C -3.590 4.935 -0.351
H -0.391 -7.388 -1.968
O 1.327 -5.901 -1.116
O -4.796 0.210 -1.733
H -3.508 0.945 -4.409
H 5.000 -1.393 3.022
O -1.762 -3.036 3.937
O 0.590 3.096 0.256
N 0.927 0.251 0.901
N 0.258 -1.878 -4.961
H -1.592 -6.147 -2.114
H 1.934 5.832 0.716
N -4.528 -2.708 0.641
H -1.219 -4.126 -1.350
O -4.599 1.413 3.427
N -3.868 1.314 1.325
H 1.225 -2.418 3.729
H 3.729 1.483 1.819
H 2.243 4.153 1.246
N -3.179 -1.663 -0.592
C -3.757 0.946 2.598
C -4.615 0.703 -2.826
H -3.867 -0.927 -0.668
N 3.623 -2.056 -0.973
H 3.657 -3.061 -1.073
N 5.041 3.303 2.348
H -0.839 5.099 -0.890
H -2.686 0.012 -3.234
O 4.908 -0.295 -1.397
O 4.938 1.312 4.387
N -0.630 0.341 -0.603
H 7.492 0.557 4.108

Total charge: 0
Calculated total energy in hartree: -2703.353396
SMILES: NC(N)=O.NC(N)=O.NC(N)=O.NC(N)=O.NC(N)=O.NC(N)=O.NC(N)=O.NC(N)=O.NC(N)=O.NC(N)=O.NC(N)=O.NC(N)=O
HOMO energy in eV: -8.8
Orbital gap in Ha: 0.317

---

> calculated total energy of number 1 (C24H28ClN3O4S)?

-2254.173902 hartree

---

Copy entry 2 word for word.
Density functional theory data (ωB97M-V with the def2-TZVPD basis set) for 12 unconnected molecules or ions with the total composition C12H48N24O12.

CARTESIAN COORDINATES (ANGSTROEM)
C -0.679 -2.828 3.440
H -4.646 1.926 1.126
O 4.528 4.268 0.456
H -2.821 3.153 -0.537
H -3.371 0.801 0.611
H 3.137 1.935 0.281
N -0.437 -3.122 2.220
H 0.339 -3.746 -0.756
H 3.169 -1.581 -0.206
N 0.829 -1.492 -2.947
H -0.745 1.327 -0.419
H -6.226 1.897 -3.189
N 4.651 -0.468 3.230
H -2.365 -0.544 2.094
H 1.136 -2.367 -5.055
C -3.313 -2.641 0.223
N 3.728 2.159 1.069
C 0.162 -0.469 0.083
O -2.594 -3.575 0.459
N -5.291 1.637 -3.468
H -2.607 -1.855 -1.401
H 0.498 6.117 -0.690
N -3.550 0.439 -3.535
N 1.753 4.839 0.689
N 0.062 5.237 -0.455
N 6.684 0.110 3.699
H 1.682 -1.955 -3.227
N 0.279 -2.182 3.996
O -1.358 -1.140 -3.538
H 5.791 3.977 2.398
H -4.844 -3.454 1.244
H -4.744 5.426 -1.828
N -4.088 5.805 -1.159
O -3.148 5.200 0.724
H -4.225 6.760 -0.862
H 0.348 -2.769 1.691
H 6.908 -0.731 3.185
H -1.125 -3.655 1.708
C 5.449 0.425 3.793
N 5.597 -2.337 -1.870
H -5.111 -2.113 0.070
H 0.614 -1.034 -2.072
H 1.522 -0.355 1.447
N -3.029 -0.176 2.760
H -4.871 1.918 -4.342
C 0.729 4.329 0.147
N -0.313 -4.459 -1.052
H 5.028 2.481 2.935
H 0.085 -1.668 4.843
H 3.692 -0.249 3.458
C 0.189 -5.648 -1.299
O 0.251 -1.684 -0.043
H -3.194 -0.586 3.669
H 0.822 1.235 1.103
N -0.761 -6.500 -1.661
H -0.325 -1.905 -5.785
C -0.208 -1.467 -3.794
H 5.758 -3.267 -1.510
C 4.398 3.320 1.245
N -3.384 3.852 -1.000
H 6.402 -1.741 -2.004
H -1.330 -0.047 -1.220
C 4.684 -1.504 -1.404
H -3.663 3.835 -1.970
C -3.590 4.935 -0.351
H -0.391 -7.388 -1.968
O 1.327 -5.901 -1.116
O -4.796 0.210 -1.733
H -3.508 0.945 -4.409
H 5.000 -1.393 3.022
O -1.762 -3.036 3.937
O 0.590 3.096 0.256
N 0.927 0.251 0.901
N 0.258 -1.878 -4.961
H -1.592 -6.147 -2.114
H 1.934 5.832 0.716
N -4.528 -2.708 0.641
H -1.219 -4.126 -1.350
O -4.599 1.413 3.427
N -3.868 1.314 1.325
H 1.225 -2.418 3.729
H 3.729 1.483 1.819
H 2.243 4.153 1.246
N -3.179 -1.663 -0.592
C -3.757 0.946 2.598
C -4.615 0.703 -2.826
H -3.867 -0.927 -0.668
N 3.623 -2.056 -0.973
H 3.657 -3.061 -1.073
N 5.041 3.303 2.348
H -0.839 5.099 -0.890
H -2.686 0.012 -3.234
O 4.908 -0.295 -1.397
O 4.938 1.312 4.387
N -0.630 0.341 -0.603
H 7.492 0.557 4.108

Total charge: 0
Calculated total energy in hartree: -2703.353396
SMILES: NC(N)=O.NC(N)=O.NC(N)=O.NC(N)=O.NC(N)=O.NC(N)=O.NC(N)=O.NC(N)=O.NC(N)=O.NC(N)=O.NC(N)=O.NC(N)=O
HOMO energy in eV: -8.8
Orbital gap in Ha: 0.317

---

> The lowest HOMO energy belongs to which entry?

C12H48N24O12